Entry from OMol25: C47H43ClF5NbO8P as an isolated structure (ωB97M-V/def2-TZVPD).

Calculated total energy, Ha: -3776.5248
Highest occupied orbital energy, eV: -4.83

Structure (ORCA input):
```
! wB97M-V def2-TZVPD RIJCOSX def2/J DEFGRID3
* xyz -1 1
C 0.20457 1.59105 2.48645
C 0.98612 1.25515 1.46001
Nb 1.27137 2.45888 -0.38674
C 2.39073 3.47677 -2.06657
C 1.55281 3.65381 -3.33515
C 1.94119 4.91844 -4.09880
C -0.36754 1.58844 -1.73687
C -1.42025 0.70180 -1.06560
O -1.04593 -0.69608 -0.99507
C -1.66815 -1.52882 -1.85431
C -1.27436 -1.38248 -3.30007
O -2.46011 -2.35455 -1.49328
C 2.84248 3.59292 0.83294
O 3.40256 2.71545 1.81591
C 4.77325 2.48867 1.66553
P 2.86091 0.53578 -1.12066
O 2.86123 0.41240 -2.77377
Cl 2.18383 -1.36467 -0.61718
C -0.25854 4.20133 0.00365
F 0.31722 5.27374 -0.68988
F -0.29191 4.61569 1.32793
C -1.67002 4.07174 -0.46308
C -2.10513 4.64929 -1.64456
C -3.41160 4.47721 -2.07278
C -4.30550 3.74907 -1.31259
C -3.87256 3.18431 -0.11952
C -4.84808 2.40747 0.70104
F -4.38462 2.06652 1.91161
F -5.99247 3.11645 0.90581
F -5.22466 1.26310 0.08890
C -2.57082 3.33860 0.30440
H 0.17791 0.99814 3.39305
H -0.41818 2.47513 2.50143
H 1.55766 0.34316 1.59880
H 3.29947 2.93732 -2.34060
H 2.74892 4.43815 -1.69759
H 0.49153 3.72746 -3.10895
H 1.72348 2.80193 -3.99397
H 1.53954 4.92826 -5.10948
H 1.53997 5.78962 -3.58236
H 3.02122 5.04027 -4.11943
H -0.91872 2.33731 -2.30557
H 0.12697 0.97802 -2.49607
H -1.60869 0.97989 -0.03461
H -2.37701 0.77885 -1.58600
H -2.08098 -0.88013 -3.83073
H -0.36492 -0.81224 -3.42652
H -1.15746 -2.37091 -3.72961
H 2.48610 4.50983 1.30895
H 3.62755 3.89855 0.13635
H 5.35481 3.38309 1.91416
H 5.02174 2.18086 0.64628
H 5.05577 1.68271 2.33659
H 2.07914 0.84514 -3.13460
H -1.42442 5.22515 -2.24975
H -3.73748 4.92269 -2.99933
H -5.32605 3.62723 -1.63906
H -2.25654 2.88083 1.22753
C -7.77318 0.41752 1.75626
C -7.47195 0.95922 3.00038
C -7.37366 0.13931 4.11100
C -7.58609 -1.22745 3.98572
C -7.90480 -1.77014 2.73795
C -7.98924 -0.94331 1.62539
C -8.17227 -3.22653 2.57452
O -8.45127 -3.70506 1.49655
C -8.09686 -4.08382 3.79608
C -8.38056 -5.43886 3.68333
C -8.30650 -6.25499 4.79816
C -7.94390 -5.72254 6.03076
C -7.66401 -4.37266 6.14925
C -7.74422 -3.54757 5.03465
C -7.45972 -2.08942 5.19377
O -7.14454 -1.63186 6.27146
H -7.83620 1.05868 0.88890
H -7.30512 2.02309 3.09822
H -7.12960 0.54451 5.08270
H -8.22349 -1.38028 0.66513
H -8.65497 -5.83636 2.71649
H -8.52880 -7.31003 4.70867
H -7.88036 -6.36387 6.89980
H -7.38171 -3.94122 7.09913
C 9.12415 -4.75363 1.43905
C 10.03039 -5.23341 0.49888
C 9.95373 -4.81270 -0.81682
C 8.96474 -3.91518 -1.20147
C 8.04799 -3.44553 -0.26155
C 8.13571 -3.86245 1.06042
C 6.95139 -2.50233 -0.64800
O 6.17408 -2.08871 0.18063
C 6.86265 -2.10105 -2.08133
C 5.82630 -1.26713 -2.48262
C 5.73722 -0.86893 -3.80566
C 6.68296 -1.29871 -4.72947
C 7.71431 -2.13509 -4.33794
C 7.80669 -2.54500 -3.01400
C 8.91148 -3.46248 -2.62377
O 9.74302 -3.83740 -3.42534
H 9.18915 -5.07929 2.46883
H 10.79760 -5.93627 0.79598
H 10.65233 -5.17046 -1.55994
H 7.41995 -3.48139 1.77527
H 5.09363 -0.93512 -1.75979
H 4.92118 -0.22501 -4.10425
H 6.61103 -0.98193 -5.76184
H 8.45402 -2.48094 -5.04612
*
```

Entry from OMol25: C4H5NO as an isolated structure (ωB97M-V/def2-TZVPD).

Calculated total energy, Ha: -285.3345
ΔE to the lowest compared entry with this formula, charge and spin, kJ/mol: 210.2
Highest occupied orbital energy, eV: -10.02

Structure (ORCA input):
```
! wB97M-V def2-TZVPD RIJCOSX def2/J DEFGRID3
* xyz 0 1
C -1.07762 -0.73164 0.64622
C 0.10631 0.23014 0.55226
C 1.17288 -0.10854 -0.78405
O 0.81234 -0.72376 -1.74259
C 0.01256 1.41774 -0.26291
N 0.38651 2.04179 -1.17193
H -2.01284 -0.31678 1.05018
H -1.27647 -1.10222 -0.35852
H -0.81408 -1.58140 1.28678
H 0.54090 0.46288 1.54226
H 2.14601 0.38292 -0.66248
*
```

Entry from OMol25: a 9-piece molecular cluster, C6H29NO9 overall (ωB97M-V/def2-TZVPD).

<S²>: 0.753
Calculated total energy, Ha: -977.9004
ΔE to the lowest compared entry with this formula, charge and spin, kJ/mol: 0.0
Highest occupied orbital energy (spin up / spin down), eV: -0.93 / -4.49

Structure (ORCA input):
```
! wB97M-V def2-TZVPD RIJCOSX def2/J DEFGRID3
* xyz -1 2
C 1.10652 0.71229 1.00072
N 1.34617 -0.48762 0.21373
C 0.17456 -1.21709 -0.33060
C -0.95641 -1.53825 0.70123
C -2.09664 -0.51674 0.81602
C -2.84343 -0.64207 2.13910
C 0.69819 -2.56030 -0.84148
O 1.30593 -3.39444 -0.06126
H 0.08571 0.81918 1.36849
H 1.40583 1.61879 0.47586
H 1.56757 0.69304 1.99887
H 1.95937 -1.11933 0.69835
H -0.25943 -0.67846 -1.17897
H -1.26417 -2.57875 0.59462
H -0.44795 -1.54535 1.67277
H -1.63175 0.44644 0.80752
H -2.70113 -0.57497 -0.09296
H -3.58550 0.14932 2.25687
H -2.12593 -0.76106 2.93782
H -3.44450 -1.55343 2.16605
H 0.44645 -2.71637 -1.89980
H -0.52346 2.03638 -1.78617
H -1.65295 1.95406 -2.86265
O -1.45132 2.28345 -1.98352
H 1.94626 -3.35754 2.90510
H 1.27781 -2.96643 1.55818
O 1.40070 -2.67453 2.50881
H 0.44741 3.66639 -1.12793
H 1.82739 3.91816 -0.63054
O 1.37151 3.50327 -1.37088
H 3.72256 -0.43593 -1.77834
H 4.15999 0.96664 -2.09225
O 4.51845 0.11411 -1.82757
H 1.13361 0.60540 -1.62663
H 1.59203 1.82932 -2.47140
O 0.96385 1.09394 -2.45255
H -0.81411 -2.82253 3.32074
H -1.05457 -1.74990 4.40883
O -1.24472 -2.65656 4.16852
H -1.71593 2.92857 -0.21004
H -1.68164 3.91406 0.83777
O -1.10405 3.24042 0.48875
H -0.12997 0.84491 -3.85192
H -1.18042 0.24897 -4.84250
O -0.54790 0.96060 -4.72475
*
```

Entry from OMol25: C33H36NO10P2Zn as an isolated structure (ωB97M-V/def2-TZVPD).

Calculated total energy, Ha: -4548.6912
ΔE to the lowest compared entry with this formula, charge and spin, kJ/mol: 0.0
Highest occupied orbital energy, eV: -5.58

Structure (ORCA input):
```
! wB97M-V def2-TZVPD RIJCOSX def2/J DEFGRID3
* xyz -1 1
Zn -1.88995 0.64785 0.10567
N -3.39245 2.81396 4.46114
C -2.69974 1.59380 3.86419
C -2.35868 0.59474 4.95540
P -3.93887 0.96802 2.59075
O -4.67627 -0.23757 3.38617
O -4.87722 2.12020 2.44933
O -3.31460 0.30651 1.39593
P -1.16686 2.35673 3.06242
O 0.04633 1.48797 3.66957
O -1.12989 3.71677 3.68846
O -1.24924 2.17748 1.58483
H -3.74456 2.64711 5.39688
H -4.18350 3.00287 3.79801
H -2.65889 3.57011 4.41556
H -3.25609 0.29817 5.50351
H -1.62496 1.01511 5.64680
H -1.91977 -0.30306 4.51868
H -4.23864 -1.07248 3.15156
H 0.46199 0.89436 3.02826
C 4.17145 -0.58573 -0.60930
C 3.06592 0.35792 -0.18712
C 3.61952 1.61534 0.47740
O 2.19237 -0.30933 0.73069
C 0.82902 -0.13362 0.32782
C 0.96757 0.94200 -0.80451
O 2.27890 0.66296 -1.30166
C -0.07633 1.27129 -1.92808
O -1.29128 1.63099 -1.35632
C -0.27493 0.18132 -3.00073
C 0.77071 -0.54509 -3.56899
C 0.53507 -1.44839 -4.59894
C -0.74927 -1.65257 -5.07629
C -1.80016 -0.94119 -4.50781
C -1.56127 -0.03218 -3.48829
C 0.46905 2.53545 -2.67548
C 1.68399 2.57164 -3.36364
C 2.11749 3.73275 -3.98863
C 1.34421 4.88418 -3.95144
C 0.12744 4.85616 -3.28561
C -0.30262 3.69489 -2.65503
C 0.00200 -1.44859 0.16523
O -1.18376 -1.08371 -0.43010
C -0.28467 -2.01805 1.58934
C 0.60338 -1.95566 2.66302
C 0.24023 -2.42858 3.92192
C -1.01792 -2.97251 4.13060
C -1.90779 -3.04849 3.06296
C -1.54260 -2.57609 1.81002
C 0.67920 -2.56716 -0.63796
C 1.88574 -3.15552 -0.25239
C 2.42921 -4.20267 -0.98376
C 1.76744 -4.69176 -2.10493
C 0.56151 -4.11969 -2.48313
C 0.02323 -3.06654 -1.75517
H 4.70537 -0.93310 0.27717
H 4.86835 -0.07024 -1.27212
H 3.73794 -1.44222 -1.12547
H 4.19535 1.33448 1.36093
H 2.81491 2.28215 0.78777
H 4.26492 2.14571 -0.22571
H 0.30605 0.36428 1.15208
H 0.99713 1.88696 -0.25003
H 1.77673 -0.43173 -3.19394
H 1.36406 -2.00759 -5.01740
H -0.93370 -2.36508 -5.87194
H -2.81315 -1.09890 -4.86069
H -2.37310 0.52576 -3.04146
H 2.30275 1.68996 -3.41486
H 3.06866 3.74011 -4.50928
H 1.68748 5.79186 -4.43387
H -0.49066 5.74598 -3.24726
H -1.24077 3.66276 -2.11998
H 1.58928 -1.52728 2.52737
H 0.95017 -2.37201 4.73951
H -1.30372 -3.32984 5.11329
H -2.89048 -3.48522 3.21033
H -2.23308 -2.60863 0.97721
H 2.40515 -2.79671 0.62579
H 3.36934 -4.64551 -0.67111
H 2.18773 -5.51659 -2.66876
H 0.03809 -4.49113 -3.35779
H -0.91105 -2.60066 -2.04663
*
```

Results for F_max: 1.31, 1.88, 1.78, 0.68 (in eV Å⁻¹, following the order of the records).